# C28H40O3P3

A cluster of 5 separate species, C28H40O3P3 in total at a distorted geometry (ωB97M-V/def2-TZVPD, the OMol25 dataset).

Computed properties:
HOMO in eV: -3.44
M in g mol⁻¹: 517.547
Electronic energy in eV: -63690.9298
Frontier orbital gap in eV: 5.850

The geometry in ORCA input format:
```
! wB97M-V def2-TZVPD RIJCOSX def2/J DEFGRID3
* xyz -1 1
C 3.15 -1.63 -1.30
C 7.29 -5.43 0.96
H 2.99 -6.12 0.04
H 3.08 -4.70 -1.89
C 6.04 -4.82 0.81
H 0.11 -3.57 0.80
C -2.25 2.11 2.04
H -3.55 5.34 -5.98
H -2.36 0.16 1.13
H 1.26 -5.09 -2.17
H 7.83 -5.79 0.08
C -1.66 0.05 3.16
C -3.50 7.60 1.07
H -1.26 2.72 5.23
H -0.84 -1.84 1.22
H -4.90 4.60 1.83
H 5.61 -4.71 -0.18
H 4.38 -3.90 1.81
C -1.49 2.16 4.33
C -4.46 5.39 1.23
H -3.18 8.53 1.54
C -2.11 0.72 2.02
H -4.44 1.19 -5.27
O -2.09 -1.58 -2.10
C 5.35 -4.36 1.93
H -4.63 4.30 -0.62
H 8.82 -6.04 2.34
C 7.85 -5.57 2.23
H 5.37 -4.14 4.07
C -3.74 6.24 -0.91
H 2.05 -4.65 0.97
H -2.89 8.22 -0.91
C 7.16 -5.10 3.35
O -1.15 -4.10 -1.98
H 7.60 -5.20 4.33
C -1.36 0.77 4.32
C 2.09 -5.38 0.05
H -1.55 -1.03 3.15
H -4.18 6.71 2.91
H 3.21 -0.97 -2.29
C -3.16 2.15 -3.82
H -3.62 6.11 -1.99
H -3.06 1.25 -3.21
H -2.15 -1.98 -3.03
C 3.36 -0.70 0.02
O -2.80 -3.46 0.03
H -4.69 3.24 -6.66
H 1.10 -6.04 0.13
H -2.04 3.91 3.20
C -1.93 2.83 3.19
H -2.52 -3.34 0.99
H 3.59 -1.36 0.99
C 2.00 -4.60 -1.39
C -4.06 6.58 1.84
P 0.17 -2.23 0.25
C -4.31 5.22 -0.15
H 4.33 -0.04 -0.17
P 1.60 -2.74 -1.30
H -1.90 3.35 -2.55
C -3.34 7.43 -0.31
C 5.91 -4.50 3.20
P -1.53 -2.85 -1.05
C -2.51 3.32 -3.45
H 1.18 -1.93 1.24
H 0.13 -0.88 -0.26
C -3.44 4.44 -5.38
H 4.11 -2.34 -1.37
C -2.66 4.47 -4.23
H -1.01 0.25 5.21
C -3.94 2.11 -4.98
C -4.08 3.26 -5.75
H -2.59 2.63 1.15
H 2.40 -0.04 0.20
H -2.15 5.39 -3.94
*
```

Results of the Mulliken charge analysis, in e, for atoms 1 through 2: -0.357, -0.457